No. 1
The following is a quantum chemistry calculation of a single C6H10O molecule, from OMol25.

CARTESIAN COORDINATES (ANGSTROEM)
O (1.07892, 0.14913, 0.62934)
C (0.41135, -0.60642, -0.34190)
C (2.46563, -0.06288, 0.69111)
C (-1.69140, 0.15216, 0.66937)
C (-1.30304, 1.16290, -0.44564)
C (-0.61405, 0.03768, -1.21707)
C (-1.01864, -0.96365, -0.12722)
H (1.01559, -1.38510, -0.80936)
H (2.70365, -1.08036, 1.03665)
H (-2.77137, 0.02195, 0.76930)
H (2.95659, 0.10769, -0.27861)
H (-0.62363, -0.08020, -2.29710)
H (2.86382, 0.65269, 1.41582)
H (-1.25025, 0.32971, 1.65409)
H (-0.65563, 1.99331, -0.14865)
H (-1.38737, -1.98034, -0.23204)
H (-2.18016, 1.55171, -0.96810)

Force components x, y, z for each atom (eV/Å):
O -0.1 0.0 0.0
C -0.1 -0.2 -0.1
C 0.3 0.0 0.0
C -0.1 0.0 0.1
C 0.0 0.2 0.0
C 0.1 0.1 -0.3
C -0.1 -0.3 0.1
H -0.1 0.2 0.1
H 0.0 0.1 -0.1
H 0.1 0.0 0.0
H -0.1 0.0 0.1
H 0.1 0.0 0.2
H 0.0 -0.1 -0.1
H -0.1 0.0 -0.1
H -0.1 -0.1 0.0
H 0.1 0.1 0.0
H 0.1 0.0 0.1

Summary:
- energy relative to the best compared isomer or geometry (same formula, charge and spin) (kJ/mol) = 185.74

No. 2
The following is a quantum chemistry calculation of a molecular structure, FHLiO2P in a non-equilibrium geometry, from OMol25.

CARTESIAN COORDINATES (ANGSTROEM)
P (1.67524, 0.86701, 0.03282)
F (-3.20345, 0.00465, -0.58685)
O (2.09336, -0.64988, 0.01432)
O (0.22061, 0.35724, 0.46018)
Li (-1.58351, 0.37195, -0.28813)
H (0.79775, -0.95097, 0.36765)

Force components x, y, z for each atom (eV/Å):
P -2.2 -4.5 1.0
F 0.9 0.2 0.1
O 0.2 0.7 -0.1
O 0.1 1.4 -0.5
Li -1.0 -0.2 0.1
H 2.0 2.3 -0.5

No. 3
The following is a quantum chemistry calculation of a single C6H10O molecule, from OMol25.

CARTESIAN COORDINATES (ANGSTROEM)
O (-0.20869, -1.72257, -1.62536)
C (-1.93963, -0.33276, 1.17688)
C (-0.13133, 0.60472, -1.00022)
C (-1.51682, -1.23836, 0.20357)
C (-0.66496, -0.79450, -0.78884)
C (1.61133, 0.46698, 0.89449)
C (0.51447, 1.28542, 0.21896)
H (0.92162, 2.25409, -0.10191)
H (1.80425, 0.85913, 1.89617)
H (-1.68639, -2.31108, 0.21877)
H (-0.29612, 1.47360, 0.92263)
H (0.45109, -1.34661, -2.22399)
H (-0.95263, 1.23994, -1.34713)
H (2.55629, 0.48435, 0.33930)
H (-2.37493, -0.90345, 2.00999)
H (1.30386, -0.57699, 1.01972)
H (0.60859, 0.55808, -1.81305)

Force components x, y, z for each atom (eV/Å):
O 0.1 0.0 -0.1
C 0.2 0.1 -0.1
C 0.1 0.0 0.0
C 0.1 0.3 0.2
C 0.1 0.1 0.1
C 0.0 -0.1 0.0
C -0.1 0.1 0.1
H -0.1 -0.2 0.0
H 0.1 0.0 -0.1
H 0.0 -0.2 -0.1
H 0.1 0.0 0.0
H -0.1 0.0 0.0
H 0.0 -0.2 0.0
H -0.2 0.0 0.0
H -0.2 0.0 0.0
H 0.0 0.1 0.0
H -0.1 0.0 0.0

Summary:
- energy relative to the best compared isomer or geometry (same formula, charge and spin) (kJ/mol) = 321.85

Number 1: highest occupied orbital energy -9.054 eV, DFT total energy -8429.315 eV, LUMO level 1.127 eV. Number 2: highest occupied orbital energy -9.656 eV, DFT total energy -16323.041 eV, LUMO level -2.285 eV. Number 3: highest occupied orbital energy -7.659 eV, DFT total energy -8427.905 eV, LUMO level -0.073 eV.